A molecular structure, C21H40N6O6P2Pb in a non-equilibrium geometry. Source: the Open Molecules 2025 dataset; level of theory: the ωB97M-V functional and the def2-TZVPD basis.

Each line ends with the Mulliken charge.
Geometry (Å):
Pb -0.337 -0.404 0.896  1.40
C 3.082 -3.394 -1.440  -2.19
C 2.122 -2.245 -1.514  0.62
N 0.916 -2.202 -1.864  0.02
C 0.198 -3.515 -1.927  -0.70
C -1.193 -3.341 -1.387  -0.75
N -1.586 -1.905 -1.282  0.09
C -3.010 -1.520 -1.550  -0.88
C -3.512 -0.617 -0.460  -0.76
N -2.682 0.529 -0.150  0.05
C -2.370 1.646 -1.130  -1.29
C -1.187 2.436 -0.512  -1.35
N -0.040 1.588 -0.493  1.07
C 1.080 2.158 -0.159  1.17
C 1.297 3.490 0.600  -2.01
C 2.263 1.337 -0.346  0.08
C 3.386 1.344 0.471  -0.95
C 4.300 0.264 0.328  -1.28
C 3.892 -0.896 -0.342  -0.91
C 2.687 -0.947 -1.028  0.29
N 2.153 0.309 -1.269  1.43
H 3.227 -3.764 -0.450  0.38
H 4.071 -3.029 -1.845  0.57
H 2.752 -4.164 -2.116  0.57
H 0.683 -4.402 -1.533  0.51
H 0.093 -3.757 -3.005  0.39
H -1.281 -3.741 -0.326  0.18
H -1.909 -3.909 -2.051  0.39
H -0.981 -1.255 -1.775  0.09
H -3.641 -2.474 -1.480  0.49
H -3.052 -1.169 -2.562  0.36
H -3.612 -1.098 0.555  0.17
H -4.559 -0.367 -0.751  0.37
H -2.931 0.996 0.754  0.31
H -3.228 2.364 -1.176  0.45
H -2.109 1.342 -2.109  0.45
H -1.454 2.860 0.435  0.55
H -1.104 3.292 -1.202  0.52
H 0.445 4.142 0.519  0.50
H 2.053 4.006 0.058  0.54
H 1.634 3.346 1.667  0.36
H 3.728 2.235 0.983  0.68
H 5.322 0.291 0.709  0.51
H 4.554 -1.734 -0.304  0.62
N -3.866 0.001 4.446  -0.19
C -2.292 -0.122 4.370  0.62
C -1.722 -0.064 5.779  -1.86
P -1.671 1.361 3.377  1.02
O -1.377 2.501 4.446  -0.54
O -2.624 1.702 2.257  -1.03
O -0.278 0.892 2.890  -0.83
P -2.011 -1.804 3.594  0.60
O -0.530 -2.135 4.116  -0.52
O -3.110 -2.698 4.164  -0.79
O -1.945 -1.696 2.082  -0.63
H -4.213 0.711 3.831  0.33
H -4.204 0.238 5.403  0.37
H -4.303 -0.846 4.128  0.35
H -2.020 0.870 6.262  0.52
H -0.633 -0.063 5.697  0.39
H -2.117 -0.920 6.336  0.48
H -1.775 3.371 4.229  0.43
H -0.432 -3.095 3.973  0.39
C 1.572 2.187 -4.437  -1.52
C 2.559 1.571 -3.421  1.21
C 3.835 0.885 -4.035  -1.47
C 1.679 0.617 -2.649  -1.69
H 2.031 2.926 -5.102  0.44
H 0.654 2.728 -3.982  0.24
H 1.149 1.493 -5.129  0.45
H 2.828 2.374 -2.692  0.29
H 3.595 0.554 -5.074  0.37
H 4.213 0.030 -3.503  0.32
H 4.694 1.563 -4.159  0.37
H 0.668 1.034 -2.477  -0.34
H 1.484 -0.291 -3.157  1.09

Forces on atoms 1 to 2 (eV/Å):
Pb -1.2499 -1.6139 0.4901
C 0.7951 0.8104 -1.4524

Properties
Kohn-Sham gap = 6.24 eV
Total charge = +2
Molar mass = 741.74 Da
Spin multiplicity = 1